A cluster of 6 separate species, C13H37N10O6S in total. Source: the Open Molecules 2025 dataset; level of theory: ωB97M-V/def2-TZVPD.

Output
- HOMO-LUMO gap (Ha) = 0.2867
- multiplicity = 1
- total charge = +1
- HOMO level (eV) = -11.5
- calculated total energy (eV) = -52099.319

Structure (XYZ):
```
67
Properties=species:S:1:pos:R:3:forces:R:3
H 5.381 0.519 4.579 0.06 -0.01 0.05
H 4.340 -4.816 2.598 0.00 -0.01 0.03
C 0.725 2.560 -1.933 -0.42 -0.05 -0.09
C -3.672 -1.877 -5.787 -0.29 0.01 -0.01
H -3.077 0.715 -1.045 -0.31 0.02 -0.01
N -0.912 -2.820 -0.081 -0.08 0.00 0.00
C 1.164 -0.015 1.838 0.18 0.14 -0.60
H -5.107 1.815 -0.208 0.01 -0.04 0.05
C 0.891 0.419 0.602 0.16 -0.08 0.93
H -4.680 -2.925 -7.288 -0.03 0.01 0.02
H -4.742 -0.754 -4.481 -0.27 0.02 0.07
H -0.802 3.465 -0.690 -0.26 -0.17 0.11
H -2.961 -3.100 -7.244 0.02 -0.01 0.00
H 1.384 3.393 -2.166 -0.02 0.10 -0.08
N 7.853 0.574 3.937 -0.08 -0.04 -0.08
H -0.891 -3.548 0.607 0.00 -0.04 -0.01
H -2.337 2.335 1.031 0.05 0.09 -0.18
H 1.635 -2.728 3.520 -0.02 0.03 0.10
H -1.015 2.258 2.194 0.24 -0.07 0.00
O -5.636 0.138 -2.855 -0.03 0.14 0.07
H 7.623 1.315 4.570 -0.02 0.00 0.03
H -1.073 -1.206 -2.036 0.10 -0.02 -0.01
H 0.863 3.141 1.420 -0.01 -0.05 0.07
O -2.578 -1.620 -5.291 0.23 -0.04 0.26
H -1.618 -2.358 -3.210 0.01 0.14 -0.02
C 3.498 -2.915 2.722 0.43 -0.24 -0.06
H -5.734 -1.530 -5.656 0.01 -0.08 -0.06
H 8.797 0.482 3.614 0.03 -0.02 -0.01
O 3.694 -1.718 2.506 -0.60 0.02 0.16
N 5.664 -0.201 3.943 0.09 -0.16 -0.07
C -1.309 -3.173 -1.356 0.00 0.17 -0.02
H 2.209 -0.079 2.118 0.07 -1.01 -0.24
H 1.610 0.281 -0.197 0.24 0.75 0.04
C -1.572 1.681 1.457 -0.08 -0.02 0.57
H -2.794 -0.065 1.282 0.12 -0.29 -0.01
C 1.078 3.456 0.399 -0.38 0.26 0.28
N -4.819 -1.349 -5.289 0.23 0.01 -0.07
O 7.256 -1.244 2.720 -0.01 -0.04 0.00
O -3.256 0.903 3.008 0.16 -0.35 0.10
C -5.017 0.618 -1.923 0.23 -0.12 0.02
O -1.615 -4.309 -1.635 0.00 -0.04 0.02
N -3.800 -2.701 -6.866 0.10 0.06 0.05
H -6.577 1.614 -1.090 -0.02 -0.01 0.00
H 1.972 5.415 -0.001 0.08 0.07 -0.02
N -5.597 1.423 -0.987 0.05 -0.02 -0.13
H 2.178 -4.363 3.454 0.03 -0.02 0.01
C 0.074 2.830 -0.579 1.18 0.01 0.23
H -0.653 -1.891 0.182 0.10 0.04 -0.03
H 5.000 -0.889 3.608 -0.02 0.30 -0.02
C 6.943 -0.346 3.486 0.02 0.03 0.08
H -3.266 -0.267 -2.444 -0.01 -0.08 0.02
H 5.314 -3.488 2.053 0.05 0.05 0.07
H 0.448 -0.388 2.557 -0.25 0.94 0.31
N -1.329 -2.146 -2.264 -0.15 -0.19 -0.13
H 0.830 5.395 1.338 0.04 0.13 0.04
H -3.342 1.854 3.022 -0.05 0.34 0.07
N -3.675 0.356 -1.767 0.06 0.06 -0.08
H -0.020 2.457 -2.717 0.01 -0.02 -0.12
N 2.339 -3.391 3.269 0.04 0.09 -0.18
H 0.248 5.356 -0.314 -0.05 0.08 -0.08
H 1.336 1.661 -1.921 0.12 -0.03 0.02
H -1.577 -0.174 2.584 -0.01 -0.15 0.04
S -0.569 1.231 0.056 -0.72 -0.63 -0.97
C 1.034 4.998 0.348 0.01 -0.23 -0.06
H 2.078 3.089 0.183 0.04 -0.10 -0.08
N 4.447 -3.833 2.434 -0.04 0.01 -0.07
C -2.284 0.478 2.081 -0.36 0.37 -0.32
```
Positions in Å, forces in eV/Å.